{
  "formula": "C46H37N5O7S2Sn",
  "method": "the ωB97M-V functional and the def2-TZVPD basis",
  "spin_multiplicity": 1,
  "de_lowest_kj_mol": 0.00,
  "total_charge": 0,
  "homo_lumo_gap_ev": 6.6,
  "energy_ev": -97588.6206,
  "symbols": ["Sn", "S", "S", "O", "O", "O", "O", "O", "O", "O", "N", "N", "N", "N", "N", "C", "C", "C", "C", "C", "C", "C", "C", "C", "C", "C", "C", "C", "C", "C", "C", "C", "C", "C", "C", "C", "C", "C", "C", "C", "C", "C", "C", "C", "C", "C", "C", "C", "C", "C", "C", "C", "C", "C", "C", "C", "C", "C", "C", "C", "C", "H", "H", "H", "H", "H", "H", "H", "H", "H", "H", "H", "H", "H", "H", "H", "H", "H", "H", "H", "H", "H", "H", "H", "H", "H", "H", "H", "H", "H", "H", "H", "H", "H", "H", "H", "H", "H"],
  "coordinates": [[-1.225, 1.275, 1.271], [-1.910, -1.028, -0.462], [1.044, -0.242, 0.691], [-1.746, 5.713, -3.311], [0.123, 4.922, 3.438], [-0.594, 1.903, -0.715], [-3.114, 5.880, -0.690], [-2.848, -1.109, 5.570], [-2.297, 3.384, 0.836], [-0.346, 3.086, -3.413], [-1.077, 1.658, 4.141], [-1.162, -1.184, 4.069], [0.258, 3.071, 2.179], [1.728, -0.597, -1.830], [-0.854, -0.188, -2.739], [-3.208, -3.419, -4.589], [-1.719, 4.882, -2.442], [-1.916, -0.484, 4.805], [-0.118, -4.415, 1.360], [-2.629, 1.623, 5.948], [-2.466, -0.964, -5.631], [-1.211, -5.128, 0.887], [-1.692, 3.701, 5.223], [3.882, -4.227, -0.431], [4.774, 2.667, 0.046], [-2.836, -2.480, 5.124], [-2.559, -4.191, 2.645], [-2.179, 0.007, -3.331], [4.627, 3.119, 1.349], [4.703, -3.907, -2.665], [-1.470, -3.475, 3.125], [-0.681, -0.540, -1.475], [3.687, 2.692, -0.816], [-2.410, 4.978, -1.075], [-2.538, -1.130, -4.253], [-3.129, -3.248, -5.966], [4.499, -4.730, -1.569], [-1.141, 3.000, -1.155], [-1.872, 0.989, 4.968], [0.279, 0.177, -3.580], [-0.968, 3.561, -2.469], [-0.996, 2.975, 4.267], [-2.760, -2.018, -6.487], [3.149, -0.657, -1.465], [-2.430, -5.013, 1.531], [-1.513, -2.595, 4.357], [2.458, 3.160, -0.378], [3.401, 3.603, 1.782], [-2.527, 3.000, 6.076], [-0.248, -3.598, 2.468], [1.414, -0.754, -3.249], [0.947, 4.105, 1.377], [3.464, -2.906, -0.393], [-2.916, -2.368, -3.736], [2.308, 3.628, 0.923], [0.754, -0.473, -0.941], [-0.160, 3.632, 3.241], [0.915, 5.339, 2.298], [-2.002, 3.754, -0.346], [4.283, -2.585, -2.626], [3.656, -2.076, -1.494], [0.601, -3.029, 2.826], [5.469, 3.103, 2.028], [-3.289, -5.565, 1.173], [-2.195, 0.002, -6.040], [-2.706, -1.874, -7.558], [2.988, -2.508, 0.494], [3.688, -0.039, -2.185], [2.303, -0.493, -3.820], [-0.021, 0.045, -4.618], [-3.273, 1.042, 6.590], [-3.504, -4.376, -4.179], [-1.589, 4.775, 5.273], [-3.361, -4.071, -6.629], [-3.100, 3.521, 6.830], [-2.891, -3.119, 6.003], [4.456, -1.940, -3.480], [1.894, 5.639, 2.667], [0.528, 1.232, -3.410], [1.610, 3.162, -1.051], [-3.716, -2.635, 4.501], [0.417, 6.191, 1.841], [3.258, -0.213, -0.479], [5.194, -4.291, -3.550], [3.302, 3.944, 2.805], [-0.734, -2.967, 5.033], [-2.977, -2.500, -2.663], [0.837, -4.489, 0.855], [-3.522, -4.133, 3.133], [-2.892, 0.110, -2.516], [4.827, -5.761, -1.597], [-2.137, 0.948, -3.883], [1.156, -1.795, -3.468], [3.796, 2.358, -1.840], [-1.112, -5.764, 0.017], [5.734, 2.303, -0.297], [0.340, 4.294, 0.490], [3.732, -4.863, 0.431]],
  "atomic_forces_ev_per_a": [[-0.3, 0.3, -0.1], [0.0, -0.3, 0.0], [0.1, -0.2, 0.1], [0.0, -0.1, 0.1], [0.0, 0.0, 0.0], [0.2, 0.0, 0.3], [0.1, -0.1, -0.1], [0.0, 0.0, 0.0], [0.1, 0.0, -0.2], [0.0, 0.2, 0.0], [0.1, -0.2, 0.1], [-0.1, 0.0, 0.1], [0.0, 0.0, 0.0], [0.0, 0.0, 0.0], [0.0, 0.0, 0.1], [0.0, 0.0, 0.0], [0.0, 0.1, -0.1], [0.1, 0.0, 0.0], [0.0, 0.1, 0.0], [0.0, 0.0, 0.0], [0.0, 0.0, 0.0], [0.0, 0.0, 0.0], [0.0, 0.0, 0.0], [0.0, 0.0, 0.0], [0.0, 0.0, 0.0], [0.0, -0.1, 0.0], [0.1, 0.0, 0.0], [0.0, 0.0, 0.0], [0.0, 0.0, 0.0], [0.0, 0.0, 0.0], [0.0, 0.0, 0.0], [0.1, -0.1, -0.1], [0.0, 0.0, 0.0], [-0.1, 0.1, 0.0], [0.0, 0.0, 0.0], [0.0, 0.0, 0.0], [0.0, 0.0, 0.0], [-0.1, 0.1, -0.1], [0.0, 0.1, 0.0], [0.2, -0.1, 0.0], [-0.1, 0.1, 0.1], [0.0, 0.0, -0.1], [0.0, 0.0, 0.0], [0.0, 0.0, 0.0], [0.0, 0.0, 0.0], [0.0, 0.1, 0.0], [0.0, 0.1, 0.0], [0.0, -0.1, 0.0], [0.0, 0.0, 0.0], [0.0, 0.1, 0.0], [-0.1, 0.0, 0.0], [0.0, -0.1, 0.0], [0.0, 0.0, 0.0], [0.0, 0.0, 0.0], [0.0, 0.0, 0.0], [0.0, 0.0, 0.0], [0.0, 0.1, 0.1], [0.0, 0.1, 0.0], [0.0, -0.1, 0.2], [0.0, 0.0, 0.0], [0.0, 0.0, 0.0], [0.0, 0.0, 0.0], [0.0, 0.0, 0.0], [0.0, 0.0, 0.0], [0.0, 0.0, 0.0], [0.0, 0.0, 0.0], [0.0, 0.0, 0.0], [0.0, 0.0, 0.0], [0.0, 0.0, 0.0], [0.0, 0.0, 0.0], [0.0, 0.0, 0.0], [0.0, 0.0, 0.0], [0.0, 0.0, 0.0], [0.0, 0.0, 0.0], [0.0, 0.0, 0.0], [0.0, 0.0, 0.0], [0.0, 0.0, 0.0], [0.0, 0.0, 0.0], [0.0, -0.2, -0.1], [0.0, 0.0, 0.0], [0.0, 0.0, 0.0], [0.0, 0.0, 0.0], [0.0, 0.0, 0.0], [0.0, 0.0, 0.0], [0.0, 0.0, 0.0], [0.0, 0.0, 0.0], [0.0, 0.0, 0.0], [0.0, 0.0, 0.0], [0.0, 0.0, 0.0], [0.0, 0.0, 0.0], [0.0, 0.0, 0.0], [0.0, 0.0, 0.0], [0.0, 0.0, 0.0], [0.0, 0.0, 0.0], [0.0, 0.0, 0.0], [0.0, 0.0, 0.0], [0.0, -0.1, 0.0], [0.0, 0.0, 0.0]]
}

---

{
  "formula": "C15H42BrINO16P4",
  "method": "the ωB97M-V functional and the def2-TZVPD basis",
  "spin_multiplicity": 1,
  "total_charge": -1,
  "homo_lumo_gap_ev": 2.0,
  "energy_ev": -165778.0505,
  "symbols": ["I", "Br", "P", "P", "P", "P", "O", "O", "O", "O", "O", "O", "O", "O", "O", "O", "O", "O", "O", "O", "O", "O", "N", "C", "C", "C", "C", "C", "C", "C", "C", "C", "C", "C", "C", "C", "C", "C", "H", "H", "H", "H", "H", "H", "H", "H", "H", "H", "H", "H", "H", "H", "H", "H", "H", "H", "H", "H", "H", "H", "H", "H", "H", "H", "H", "H", "H", "H", "H", "H", "H", "H", "H", "H", "H", "H", "H", "H", "H", "H"],
  "coordinates": [[1.360, 2.020, -2.584], [4.590, 5.689, -1.956], [-2.547, 2.950, 1.873], [1.527, -2.582, -5.250], [1.791, 4.094, 5.875], [-3.883, -7.224, -2.155], [-2.176, 1.540, 2.775], [-5.094, -6.254, -1.643], [2.543, 2.913, 6.725], [2.650, 5.317, 6.711], [2.435, -3.241, -4.212], [0.147, -2.067, -4.546], [2.177, -1.017, -5.037], [-3.053, 4.248, 0.876], [-2.690, -6.392, -2.620], [-1.118, 2.818, 1.094], [0.435, 4.417, 6.501], [-4.631, -7.265, -3.693], [1.186, 2.902, 4.815], [-2.396, 3.848, 3.102], [0.790, -4.041, -5.766], [-3.319, -7.433, -0.554], [1.825, 3.541, -1.275], [-4.070, 5.100, 1.379], [-1.968, -7.848, -0.386], [1.647, -5.132, -6.068], [-3.217, 1.085, 3.631], [0.459, 3.407, 3.685], [-4.012, -8.135, -4.637], [2.088, 6.621, 6.710], [4.344, 3.703, -1.819], [3.466, -0.822, -5.612], [2.971, 3.134, 8.059], [-0.788, -2.989, -3.999], [-0.510, 3.945, 0.457], [3.193, 3.398, -0.764], [-4.943, -5.443, -0.485], [5.704, 2.990, -1.357], [-0.619, 4.859, 1.047], [-0.947, 4.079, -0.532], [3.382, 2.403, -0.231], [3.458, -1.096, -6.669], [4.101, 3.358, -2.856], [1.064, 4.136, 3.142], [-3.026, -7.756, -4.913], [-1.421, -2.460, -3.286], [-5.680, -4.640, -0.528], [-1.729, -8.675, -1.054], [-3.652, 5.773, 2.130], [-2.919, 0.126, 4.055], [-4.445, 5.705, 0.552], [3.723, 0.233, -5.521], [-4.889, 4.521, 1.805], [3.300, 4.186, 0.053], [1.247, 6.663, 7.404], [-3.949, -4.997, -0.420], [-3.379, 1.796, 4.444], [-4.143, 0.950, 3.067], [2.851, 7.319, 7.057], [1.063, -5.881, -6.605], [6.056, 2.301, -2.187], [-0.474, 3.866, 4.007], [0.554, 3.741, 0.321], [-1.840, -8.169, 0.648], [-0.300, -3.815, -3.481], [2.013, -5.582, -5.144], [-1.427, -3.368, -4.797], [-5.148, -6.039, 0.405], [6.528, 3.765, -1.262], [-4.637, -8.174, -5.528], [3.939, 3.638, 8.051], [2.248, 3.714, 8.634], [3.102, 2.165, 8.545], [4.212, -1.415, -5.080], [0.232, 2.575, 3.022], [2.483, -4.811, -6.688], [-1.297, -7.008, -0.568], [5.604, 2.456, -0.374], [1.764, 6.906, 5.709], [-3.920, -9.142, -4.225]],
  "atomic_forces_ev_per_a": [[0.2, -0.2, 0.0], [0.0, -0.7, -0.1], [7.1, 5.0, 3.4], [-0.6, -1.4, 9.1], [-5.1, -3.2, 6.6], [1.9, 8.9, -0.3], [-2.0, -0.6, -2.7], [0.0, -1.3, -0.5], [0.3, 0.5, -1.1], [0.9, -0.7, -2.9], [0.2, 0.0, -2.1], [0.7, 0.3, -1.3], [-1.3, -1.1, -3.2], [-1.6, -2.8, -0.7], [-0.2, -2.1, 0.2], [-1.9, -1.1, 0.3], [1.2, 0.9, -1.3], [-0.5, -2.7, 2.1], [3.1, 2.0, -0.6], [-1.9, -0.6, -0.4], [0.5, 2.2, -2.2], [-1.6, -2.5, -1.4], [1.3, 0.3, 0.6], [-0.1, 0.3, 0.0], [0.4, 0.0, 0.1], [0.1, -0.3, 0.0], [-0.1, 0.0, 0.3], [-0.3, 0.3, -0.3], [0.3, -0.1, -0.3], [-0.1, 0.3, 0.1], [0.8, -1.5, 1.1], [0.4, 0.1, 0.0], [0.4, 0.1, 0.1], [-0.5, -0.2, -0.1], [0.2, 0.5, -0.3], [-0.8, 0.4, -0.3], [-0.2, 0.0, 0.5], [0.5, 1.1, -0.9], [-0.3, -0.1, 0.1], [0.2, 0.1, 0.1], [0.2, 0.8, -0.9], [0.2, 0.1, 0.0], [-0.1, 0.5, 1.1], [-0.1, -0.1, -0.2], [0.0, 0.0, 0.1], [0.3, 0.2, -0.1], [0.0, -0.2, -0.3], [0.2, 0.1, 0.1], [0.0, -0.2, 0.1], [0.1, 0.0, -0.1], [0.0, -0.2, -0.1], [-0.2, 0.0, 0.1], [0.0, 0.2, 0.1], [-0.1, -0.8, -0.9], [-0.1, -0.1, -0.2], [0.0, -0.1, -0.1], [0.0, 0.1, -0.1], [-0.1, -0.2, 0.2], [0.1, -0.1, -0.1], [-0.1, 0.2, -0.1], [-0.5, 0.5, 1.2], [0.1, 0.0, 0.1], [-0.2, -0.4, -0.2], [-0.2, -0.1, 0.0], [0.1, 0.0, -0.1], [0.1, 0.2, 0.0], [0.0, -0.2, 0.1], [0.1, 0.1, 0.0], [-0.9, -0.9, 0.0], [-0.1, 0.1, 0.1], [-0.1, 0.1, 0.2], [0.0, 0.0, -0.1], [-0.1, -0.1, -0.3], [-0.1, -0.1, 0.0], [0.2, 0.0, 0.2], [0.1, -0.2, 0.1], [-0.1, -0.1, -0.2], [0.0, 0.4, -1.1], [-0.1, 0.2, 0.1], [0.0, -0.1, -0.2]]
}

---

Listing LUMO level for the structures above in their given order: -0.67 -0.82 eV.